a | The following is a DFT calculation (ωB97M-V/def2-TZVPD) of 2 unconnected molecules or ions with the total composition C4H12.

* charge: 0
* orbital gap: 12.2 eV
* SMILES: CC.CC

Geometry (Å):
C1 -0.94 -2.08 -0.39
C2 1.01 2.13 1.76
C3 0.53 1.71 0.31
C4 -0.63 -1.91 -1.85
H1 -0.96 -2.80 -2.40
H2 -0.09 2.58 -0.04
H3 0.42 3.04 2.12
H4 1.04 1.33 2.46
H5 -1.14 -1.02 -2.20
H6 2.04 2.53 1.62
H7 0.06 0.72 0.53
H8 0.41 -1.54 -1.86
H9 -1.95 -1.90 0.04
H10 -0.45 -1.34 0.31
H11 1.27 1.56 -0.47
H12 -0.63 -3.02 0.06

---

b | The following is a DFT calculation (ωB97M-V/def2-TZVPD) of 2 unconnected molecules or ions with the total composition C4H12.

* charge: 0
* orbital gap: 12.1 eV
* SMILES: CC.CC

Geometry (Å):
C1 1.06 1.55 0.13
C2 2.31 0.69 0.13
C3 -2.29 -1.09 0.24
C4 -1.06 -1.17 -0.64
H1 -0.43 -2.03 -0.39
H2 -1.20 -1.19 -1.72
H3 0.85 2.03 1.10
H4 2.35 0.07 1.04
H5 0.14 0.99 -0.02
H6 -0.39 -0.33 -0.36
H7 1.04 2.39 -0.57
H8 -2.02 -0.93 1.29
H9 3.22 1.26 0.38
H10 2.28 0.08 -0.76
H11 -2.86 -2.02 0.19
H12 -2.99 -0.30 -0.04

---

c | The following is a DFT calculation (ωB97M-V/def2-TZVPD) of 2 unconnected molecules or ions with the total composition C4H12.

* charge: 0
* orbital gap: 12.2 eV
* SMILES: CC.CC

Geometry (Å):
C1 -0.06 1.69 2.56
C2 0.09 1.70 1.05
C3 0.21 -1.39 -1.07
C4 -0.30 -2.04 -2.34
H1 -0.22 -0.40 -0.90
H2 -0.43 2.52 0.53
H3 0.06 -2.07 -0.24
H4 0.83 2.17 2.97
H5 -0.91 2.29 2.84
H6 -0.26 0.69 2.95
H7 1.04 2.10 0.63
H8 0.02 0.77 0.50
H9 0.43 -2.05 -3.17
H10 -0.58 -3.09 -2.20
H11 1.26 -1.17 -1.20
H12 -1.17 -1.72 -2.91

---

d | The following is a DFT calculation (ωB97M-V/def2-TZVPD) of 2 unconnected molecules or ions with the total composition C4H12.

* charge: 0
* orbital gap: 12.9 eV
* SMILES: CC.CC

Geometry (Å):
C1 0.40 1.76 1.51
C2 1.49 0.77 1.06
C3 -1.04 -1.96 -0.97
C4 -0.82 -0.58 -1.58
H1 2.26 0.65 1.81
H2 -0.44 1.22 1.93
H3 -1.05 -2.71 -1.75
H4 -0.29 -2.22 -0.22
H5 2.00 1.08 0.14
H6 -1.67 -0.33 -2.23
H7 0.77 2.34 2.35
H8 -2.02 -2.00 -0.49
H9 1.13 -0.23 0.83
H10 0.04 -0.53 -2.24
H11 0.09 2.40 0.68
H12 -0.69 0.17 -0.81

---

Top of the stability list: d, leading by 10.0 kcal/mol.

---

a | The following is a DFT calculation (ωB97M-V/def2-TZVPD) of 2 unconnected molecules or ions with the total composition C4H12.

* charge: 0
* orbital gap: 12.1 eV
* SMILES: CC.CC

Geometry (Å):
C1 -0.70 0.95 -2.82
C2 -0.26 1.23 -1.38
C3 0.76 -0.35 2.18
C4 0.25 -1.79 2.05
H1 0.70 1.62 -1.19
H2 -1.22 -0.11 -3.06
H3 0.10 -2.11 1.05
H4 0.05 0.98 -3.62
H5 1.29 -0.25 3.12
H6 -0.65 -2.16 2.61
H7 0.11 0.45 1.85
H8 -1.64 1.60 -3.12
H9 1.45 -0.18 1.37
H10 -1.00 1.95 -0.99
H11 0.99 -2.37 2.68
H12 -0.47 0.29 -0.83

---

b | The following is a DFT calculation (ωB97M-V/def2-TZVPD) of 2 unconnected molecules or ions with the total composition C4H12.

* charge: 0
* orbital gap: 12.3 eV
* SMILES: CC.CC

Geometry (Å):
C1 -1.26 -1.61 -0.02
C2 2.31 1.37 0.66
C3 1.73 1.84 -0.67
C4 -2.76 -1.67 0.07
H1 1.06 1.23 -1.36
H2 -0.78 -2.50 0.32
H3 1.04 2.76 -0.40
H4 -3.26 -1.11 -0.67
H5 3.15 0.69 0.57
H6 2.66 2.31 1.16
H7 1.48 1.02 1.24
H8 -0.79 -0.57 0.37
H9 -2.94 -2.78 -0.03
H10 -3.22 -1.28 0.87
H11 2.51 2.05 -1.28
H12 -1.00 -1.40 -1.06

---

c | The following is a DFT calculation (ωB97M-V/def2-TZVPD) of 2 unconnected molecules or ions with the total composition C4H12.

* charge: 0
* orbital gap: 12.3 eV
* SMILES: CC.CC

Geometry (Å):
C1 -1.15 -0.34 0.04
C2 1.93 -0.31 0.21
C3 1.86 1.23 0.33
C4 -2.65 -0.40 -0.47
H1 -0.64 -0.60 -0.90
H2 -0.96 -1.22 0.63
H3 2.79 1.62 0.77
H4 -2.78 0.43 -1.15
H5 1.33 -0.54 -0.67
H6 -2.83 -1.37 -0.97
H7 -0.69 0.57 0.36
H8 1.46 -0.88 1.03
H9 0.89 1.49 0.81
H10 2.93 -0.76 0.31
H11 -3.35 -0.55 0.34
H12 1.86 1.63 -0.68

---

d | The following is a DFT calculation (ωB97M-V/def2-TZVPD) of 2 unconnected molecules or ions with the total composition C4H12.

* charge: 0
* orbital gap: 12.6 eV
* SMILES: CC.CC

Geometry (Å):
C1 -2.26 0.74 -0.95
C2 -1.38 0.04 -2.10
C3 1.90 -0.72 2.23
C4 1.81 0.07 0.94
H1 -1.25 0.67 -3.00
H2 0.91 -1.24 2.18
H3 -1.76 1.57 -0.39
H4 -2.58 -0.10 -0.26
H5 -1.79 -0.86 -2.60
H6 -3.18 0.99 -1.47
H7 1.61 1.17 1.01
H8 1.07 -0.42 0.28
H9 2.61 -1.48 2.25
H10 2.75 0.03 0.45
H11 2.00 -0.07 3.10
H12 -0.48 -0.40 -1.67

---

Top of the stability list: d, leading by 2.1 kcal/mol.

---

a | The following is a DFT calculation (ωB97M-V/def2-TZVPD) of 2 unconnected molecules or ions with the total composition C2H6N2.

* charge: 0
* orbital gap: 8.7 eV
* SMILES: C=N.C=N

Geometry (Å):
N1 0.93 -0.29 1.62
N2 -0.93 1.33 -1.76
C1 -0.51 0.33 -2.51
C2 0.66 -1.10 2.65
H1 0.32 -0.40 0.76
H2 1.24 -2.00 2.91
H3 -0.37 -1.14 3.06
H4 -0.96 1.08 -0.71
H5 -0.11 0.55 -3.48
H6 -0.96 -0.73 -2.39

---

b | The following is a DFT calculation (ωB97M-V/def2-TZVPD) of 2 unconnected molecules or ions with the total composition C2H6N2.

* charge: 0
* orbital gap: 9.8 eV
* SMILES: [H]/N=N/[H].C=C

Geometry (Å):
N1 2.38 0.15 0.17
N2 1.53 -0.61 -0.34
C1 -1.57 -0.40 0.13
C2 -0.88 0.70 0.08
H1 2.77 0.86 -0.48
H2 -0.35 1.02 -0.86
H3 1.09 -1.33 0.24
H4 -1.64 -1.07 -0.74
H5 -2.36 -0.66 0.98
H6 -0.96 1.34 0.82

---

c | The following is a DFT calculation (ωB97M-V/def2-TZVPD) of 2 unconnected molecules or ions with the total composition C2H6N2.

* charge: 0
* orbital gap: 10.7 eV
* SMILES: C=N.C=N

Geometry (Å):
N1 4.50 0.13 0.91
N2 -3.73 0.21 -1.49
C1 3.48 0.78 1.23
C2 -3.95 -0.91 -0.94
H1 4.85 0.19 -0.04
H2 2.63 0.97 0.53
H3 3.20 0.92 2.28
H4 -4.96 -1.13 -0.57
H5 -2.79 0.53 -1.26
H6 -3.23 -1.69 -0.64

---

d | The following is a DFT calculation (ωB97M-V/def2-TZVPD) of a single C2H6N2 molecule.

* charge: 0
* orbital gap: 9.2 eV
* SMILES: N/C=C/N

Geometry (Å):
N1 -1.86 0.37 0.11
N2 1.83 -0.09 -0.01
C1 0.44 -0.40 0.01
C2 -0.48 0.56 -0.05
H1 0.17 -1.45 0.11
H2 -2.12 -0.60 0.16
H3 2.35 -0.77 -0.56
H4 2.25 -0.08 0.91
H5 -2.43 0.90 -0.53
H6 -0.16 1.58 -0.16

---

Top of the stability list: d, leading by 43.9 kcal/mol.

---

a | The following is a DFT calculation (ωB97M-V/def2-TZVPD) of a single C2H6N2 molecule.

* charge: 0
* orbital gap: 8.6 eV
* SMILES: N/C=C/N

Geometry (Å):
N1 0.15 -1.87 -0.24
N2 -0.09 1.84 0.06
C1 0.44 0.56 -0.10
C2 -0.28 -0.54 0.00
H1 0.19 2.60 -0.54
H2 0.91 -2.22 0.34
H3 -0.90 2.07 0.60
H4 -0.59 -2.53 -0.05
H5 -1.34 -0.44 0.24
H6 1.50 0.53 -0.33

---

b | The following is a DFT calculation (ωB97M-V/def2-TZVPD) of a molecular structure, C2H6N2.

* charge: 0
* orbital gap: 9.5 eV

Geometry (Å):
N1 -0.79 1.00 0.54
N2 -0.82 -1.31 -0.31
C1 -0.32 -0.16 -0.18
C2 1.22 0.00 -0.25
H1 -0.81 1.07 -0.57
H2 -1.28 -1.73 0.49
H3 1.63 -0.96 -0.54
H4 1.44 0.12 0.81
H5 -1.78 1.05 0.78
H6 1.51 0.91 -0.77

---

Top of the stability list: a, leading by 49.6 kcal/mol.

---

a | The following is a DFT calculation (ωB97M-V/def2-TZVPD) of 2 unconnected molecules or ions with the total composition C2H6N2.

* charge: 0
* orbital gap: 10.5 eV
* SMILES: C=N.C=N

Geometry (Å):
N1 2.43 -5.95 -1.41
N2 -2.50 4.61 1.07
C1 -1.90 5.54 1.77
C2 1.62 -5.04 -1.67
H1 1.56 -4.14 -1.14
H2 0.89 -5.27 -2.54
H3 -2.00 4.73 0.15
H4 -0.77 5.54 1.84
H5 -2.45 5.78 2.65
H6 3.12 -5.80 -0.72

---

b | The following is a DFT calculation (ωB97M-V/def2-TZVPD) of a single C2H6N2 molecule.

* charge: 0
* orbital gap: 10.1 eV
* SMILES: [H]/N=C\NC

Geometry (Å):
N1 -1.86 -0.54 0.05
N2 0.22 0.69 0.21
C1 -1.20 0.54 0.00
C2 1.13 -0.38 -0.01
H1 2.13 0.04 -0.37
H2 -1.28 -1.34 0.21
H3 0.59 1.59 -0.05
H4 -1.80 1.49 -0.16
H5 1.36 -1.05 0.96
H6 0.70 -1.03 -0.84

---

c | The following is a DFT calculation (ωB97M-V/def2-TZVPD) of a molecular structure, C2H6N2.

* charge: 0
* orbital gap: 8.4 eV

Geometry (Å):
N1 0.43 0.54 -0.52
N2 1.60 0.32 -0.95
C1 -0.13 0.08 1.29
C2 -0.71 -0.11 -0.81
H1 -0.73 -0.86 -1.62
H2 0.90 0.20 1.61
H3 -1.64 0.35 -0.51
H4 -0.54 -0.90 1.50
H5 1.60 -0.52 -1.56
H6 -0.78 0.90 1.57

---

d | The following is a DFT calculation (ωB97M-V/def2-TZVPD) of a single C2H6N2 molecule.

* charge: 0
* orbital gap: 9.5 eV
* SMILES: C/C=N\N

Geometry (Å):
N1 1.59 -0.31 -0.04
N2 1.05 0.93 -0.07
C1 -0.27 0.92 0.02
C2 -1.19 -0.29 -0.05
H1 -0.84 1.89 0.06
H2 2.60 -0.33 0.07
H3 -0.69 -0.94 -0.82
H4 1.02 -1.10 0.15
H5 -1.07 -0.80 0.90
H6 -2.20 0.02 -0.22

---

Top of the stability list: b, leading by 17.8 kcal/mol.

---

a | The following is a DFT calculation (ωB97M-V/def2-TZVPD) of a single C2H3NO2 molecule.

* charge: 0
* orbital gap (spin up / spin down): 9.6 / 9.6 eV
* SMILES: C=[N+]([O-])C=O

Geometry (Å):
O1 -2.26 -1.38 0.04
O2 -0.82 0.90 1.03
N1 -1.23 0.68 -0.16
C1 -2.36 -0.23 0.09
C2 -0.87 1.47 -1.15
H1 -3.30 0.31 0.58
H2 -0.02 2.12 -0.78
H3 -1.05 1.22 -2.24

---

b | The following is a DFT calculation (ωB97M-V/def2-TZVPD) of a single C2H3NO2 molecule.

* charge: 0
* orbital gap: 9.2 eV
* SMILES: NC(=O)C=O

Geometry (Å):
O1 0.62 1.96 -0.04
O2 -2.28 0.68 -0.17
N1 0.94 -0.40 -0.17
C1 -1.21 0.09 0.19
C2 0.24 0.78 0.15
H1 0.39 -1.30 0.11
H2 -0.83 -1.15 0.10
H3 2.12 -0.67 -0.17

---

Top of the stability list: b, leading by 7.6 kcal/mol.

---

a | The following is a DFT calculation (ωB97M-V/def2-TZVPD) of a single C2H3NO2 molecule.

* charge: 0
* orbital gap: 11.8 eV
* SMILES: [H]/N=C/OC=O

Geometry (Å):
O1 0.59 -0.72 -0.04
O2 1.20 1.47 -0.13
N1 -1.44 -0.02 0.74
C1 -0.75 -0.43 -0.22
C2 1.45 0.32 0.07
H1 2.43 -0.08 0.37
H2 -1.08 -0.66 -1.24
H3 -2.41 0.10 0.45

---

b | The following is a DFT calculation (ωB97M-V/def2-TZVPD) of 2 unconnected molecules or ions with the total composition C2H3NO2.

* charge: 0
* orbital gap: 11.0 eV

Geometry (Å):
O1 0.43 -0.69 2.63
O2 -1.09 -0.79 -0.36
N1 -0.32 0.36 -0.15
C1 1.05 -0.25 1.79
C2 0.25 0.69 -1.19
H1 1.10 1.32 -1.09
H2 0.22 0.27 -2.13
H3 -1.63 -0.92 0.51

---

Top of the stability list: a, leading by 51.5 kcal/mol.

---

a | The following is a DFT calculation (ωB97M-V/def2-TZVPD) of a single C2H3NO2 molecule.

* charge: 0
* orbital gap: 11.0 eV
* SMILES: O=CNC=O

Geometry (Å):
O1 2.06 -0.34 0.73
O2 -1.85 0.76 -0.06
N1 0.10 -0.38 -0.45
C1 0.87 -0.04 0.66
C2 -1.19 0.06 -0.79
H1 0.39 0.55 1.42
H2 0.71 -0.90 -1.14
H3 -1.52 -0.49 -1.74

---

b | The following is a DFT calculation (ωB97M-V/def2-TZVPD) of a single C2H3NO2 molecule.

* charge: 0
* orbital gap: 11.5 eV
* SMILES: N#COCO

Geometry (Å):
O1 0.95 0.87 -0.37
O2 -0.68 -0.71 -0.48
N1 -2.63 0.65 0.00
C1 0.55 -0.37 0.12
C2 -1.69 0.03 -0.22
H1 1.84 1.07 -0.08
H2 1.23 -1.18 -0.18
H3 0.44 -0.36 1.22

---

c | The following is a DFT calculation (ωB97M-V/def2-TZVPD) of a single C2H3NO2 molecule.

* charge: 0
* orbital gap: 9.5 eV
* SMILES: C=CON=O

Geometry (Å):
O1 0.80 1.47 -2.54
O2 0.36 0.75 -0.55
N1 0.37 0.50 -1.91
C1 -0.13 -0.35 0.11
C2 -0.29 -0.38 1.43
H1 -0.38 -1.20 -0.52
H2 -0.04 0.48 2.05
H3 -0.68 -1.26 1.93

---

Top of the stability list: a, leading by 35.5 kcal/mol.